The following is a DFT calculation (ωB97M-V with the def2-TZVPD basis set) of a molecular structure, C30H24GeN3S4SbW.

```
64
Properties=species:S:1:pos:R:3:lowdin_charge:R:1
C 1.12082 -1.95540 1.27042 -0.118
S 4.73253 4.58715 -1.42964 -0.375
H 0.02841 -0.91899 -5.61588 0.096
H 2.10964 -0.57689 6.11454 0.078
S 1.65157 4.77460 0.86219 -0.091
C -2.82657 -0.34871 1.25323 -0.102
C -2.14589 -2.59551 0.79537 -0.126
H -2.69413 0.72021 1.11634 0.092
H -2.64439 2.98255 -4.13216 0.098
C -3.15160 -3.08163 1.62541 -0.104
C 2.23104 -2.68725 1.68159 -0.091
C -1.68510 -2.03599 -4.95305 -0.118
N -0.12478 1.96064 1.02231 -0.179
C 1.90810 -0.15409 5.13739 -0.136
C 2.08461 -1.70363 -0.91274 -0.128
H 4.00524 -2.61221 -1.19918 0.095
W 1.33470 2.68865 -0.11315 0.707
Ge -0.54926 -0.48120 -0.56890 1.001
H -0.22892 -0.27194 5.32939 0.087
H 0.57680 -0.04671 -3.37217 0.031
H -2.77921 -2.17762 -1.75745 0.082
C -2.14362 -1.90312 -2.59027 -0.108
C 2.70978 0.77874 3.05122 -0.045
H 0.20836 5.37315 -1.97672 0.107
H -1.47978 -3.30323 0.30839 0.106
C 3.26556 -2.93555 0.79144 -0.108
C -0.41580 4.49441 -2.11195 -0.157
C 0.60198 0.01856 4.69440 -0.117
C 2.95368 0.23889 4.30300 -0.100
H -1.33331 5.12881 -3.93178 0.081
N -0.28722 3.55887 -1.19432 -0.133
C -1.03220 -1.07549 -2.38481 -0.252
C 1.03289 -1.45076 -0.02862 -0.269
H -3.27063 -4.15031 1.76778 0.090
C -3.99784 -2.19050 2.27814 -0.119
H -0.67630 0.68930 3.09065 0.090
C 0.33960 0.55488 3.43801 -0.052
C -0.26441 -0.72576 -3.50177 -0.113
C 3.19020 -2.44282 -0.50523 -0.092
H 0.33623 -1.74978 1.98902 0.090
Sb 3.84567 3.45182 0.33495 -0.026
C -2.46892 -2.37861 -3.85850 -0.109
H 3.98132 0.14454 4.63700 0.097
H 3.52958 1.11417 2.43134 0.030
H 2.29026 -3.04139 2.70404 0.096
C -1.97500 3.13126 -3.28816 -0.095
H -4.47854 -0.12444 2.61000 0.093
S 5.21302 3.35937 2.15263 -0.318
H 2.05805 -1.29556 -1.91457 0.053
H -2.40972 1.22679 -2.41742 0.097
S 2.17002 1.59166 -1.89835 -0.001
C -0.58514 -1.20510 -4.76853 -0.093
C -1.25905 4.34795 -3.18997 -0.092
C -0.61329 1.42556 -0.28211 -0.453
H -3.33911 -3.01235 -3.98855 0.089
N 1.15689 1.34854 1.31395 -0.232
H -1.93153 -2.40963 -5.94094 0.087
C -3.83327 -0.82582 2.09343 -0.098
H -4.77481 -2.56188 2.93659 0.088
H 4.13487 -3.49925 1.11097 0.090
C -1.96840 -1.22313 0.58898 -0.269
C -0.96409 2.38017 -1.25239 -0.386
C 1.39430 0.92534 2.59877 -0.307
C -1.86388 2.15567 -2.35359 -0.036
```

Output
M	933.02	Da
net charge	-2
2S+1	1
ΔE to the lowest compared entry with this formula, charge and spin	138.7	kJ/mol
LUMO	4.153	eV
HOMO	-1.2	eV
HOMO-LUMO gap	0.197	Eh

=====

The following is a DFT calculation (ωB97M-V with the def2-TZVPD basis set) of a molecular structure, C34H34AsMoN8O9S2Si.

```
90
Properties=species:S:1:pos:R:3:mulliken_spin:R:1
O 0.24329 -2.42085 -0.69125 0.020
C -2.60355 2.95624 -3.37403 0.000
C 4.27903 -1.52683 3.61349 0.000
H 5.67306 1.29355 -1.63715 0.000
C -2.02975 3.35529 -0.74430 0.001
C 0.23257 3.39507 4.74177 0.001
C 2.12600 2.55415 -0.82337 0.003
H 3.43587 0.42939 3.57936 0.000
C 0.05762 2.93120 -4.76089 0.004
C -1.69265 -4.54197 0.81634 -0.002
As -2.61680 -2.99228 1.48356 0.006
H -0.47811 3.81544 -5.05281 0.000
O -3.01589 -3.13888 3.04249 -0.002
C 1.25588 3.16576 2.57779 0.002
H 1.70484 3.63340 1.70857 0.000
H 0.51326 0.13546 3.88730 0.000
C -3.57163 3.51313 -2.55470 0.001
H -4.78574 -3.28877 1.00434 0.000
H -3.99936 4.17716 -0.54711 0.000
H 4.88970 -1.31832 4.48241 0.000
H -2.36407 -5.52691 2.59105 0.000
C 3.53542 -3.03541 1.90142 0.000
H -0.29075 1.55546 5.72199 0.000
H 3.56474 -4.01014 1.43069 0.000
S -0.67799 -3.34135 -1.45267 -0.007
C 2.55748 0.34826 -4.67211 -0.003
O 0.22917 0.06817 0.61281 0.311
C -0.47659 -5.93054 -0.74493 -0.002
O -1.93094 -2.52076 -1.47585 0.005
C 0.79948 3.97087 3.61465 0.000
O -2.31176 -0.01658 -2.19186 -0.019
H 2.19180 -0.67148 -4.77533 0.000
H 4.69460 3.14702 -2.94902 0.000
H -2.79036 2.74815 -4.41805 0.000
C 1.14802 2.34173 -5.27619 0.000
H 4.38864 0.24524 0.17166 0.000
C 2.65211 -0.78030 1.97248 0.002
N -1.08421 2.83250 -1.52302 0.014
N -2.94675 0.53652 -0.25979 -0.010
C -0.64110 -7.02870 0.09575 -0.001
C 4.31802 -2.77953 3.01838 0.000
C -1.31328 -6.88063 1.29248 0.000
H -5.34664 -0.57279 -0.02702 0.000
C 2.65585 1.49850 -0.07576 -0.004
C 2.71612 -2.04347 1.38166 -0.004
H 4.95772 -3.55326 3.42322 0.000
H -0.23666 -7.98942 -0.19175 0.000
C -1.83997 -5.64129 1.65018 0.001
C -1.37646 2.66160 -2.79530 -0.009
C 3.45273 -0.54073 3.09393 -0.001
C 3.94493 1.06154 -0.38699 -0.005
O -4.08944 -2.85013 0.49539 0.003
H 0.89802 5.04687 3.54726 0.000
H -1.76704 3.48033 0.29785 0.001
H 1.11937 2.90433 -0.62994 0.003
H 3.08064 0.65000 -5.57543 0.000
H -3.80763 0.49440 2.81849 0.000
H 0.05328 -6.02336 -1.68279 0.000
C 4.12329 2.68454 -2.15282 0.000
N -3.33326 0.82350 1.98839 0.006
H 1.75146 2.59373 -6.12954 0.000
H -1.43863 -7.72459 1.95711 0.000
H -1.38908 0.55346 2.24075 0.001
S 0.71234 -0.11644 -2.35427 -0.025
C 0.58787 1.21536 3.79489 -0.002
H -5.57187 -0.10099 1.60888 0.000
N -3.34304 0.05354 -1.45479 0.016
H 2.41321 3.96085 -2.41683 0.000
C 1.14960 1.77648 2.64099 0.007
H -0.11383 4.01975 5.55535 0.000
C -3.80445 0.42469 0.81598 0.011
C -0.99445 -4.70267 -0.37935 0.006
C -3.27824 3.72841 -1.21605 -0.001
Si 1.66443 0.62960 1.25078 -0.056
O -0.19381 -3.82858 -2.69294 0.000
O -4.41958 -0.35942 -1.78490 0.008
H -1.99604 1.96128 2.87319 -0.001
C 2.84498 3.14155 -1.85265 -0.004
N -0.31720 2.20082 -3.63712 0.008
C 4.67324 1.64611 -1.41655 0.001
H 2.11855 -2.26517 0.50620 -0.001
H -4.54041 3.77600 -2.95847 0.000
C 0.54598 1.16579 -3.46736 0.032
N 1.43741 1.25708 -4.47920 0.003
O -1.79761 -1.55198 1.09693 0.021
N -5.05625 -0.00165 0.74910 0.002
Mo -1.03999 -0.68639 -0.57460 1.654
N -2.03733 1.32108 2.09062 0.000
C 0.13030 2.01176 4.83458 0.001
H 3.22824 0.41045 -3.81562 0.003
```

Output
⟨S²⟩	2.010
M	961.77	Da
net charge	+1
2S+1	3
ΔE to the lowest compared entry with this formula, charge and spin	98.5	kJ/mol
LUMO (spin up / spin down)	-3.641 / -3.681	eV
HOMO (spin up / spin down)	-10.5 / -10.7	eV
HOMO-LUMO gap (spin up / spin down)	0.252 / 0.258	Eh

=====

- Which formula does entry 1 have?
  C30H24GeN3S4SbW